(1)
72
Properties=species:S:1:pos:R:3:forces:R:3:lowdin_charge:R:1 method="wB97M-V/def2-TZVPD" multiplicity=3 de_lowest_kcal_mol=0.00 lumo_ev="-0.4968 / -0.5894" s2=2.0540 e_tot_ev=-121161.5808 charge=0
Pd -0.305 -0.018 -0.381 -0.1 -0.6 0.5 0.67
O -1.032 1.211 -2.474 0.0 0.1 -0.3 -0.04
C -2.257 0.861 -2.955 -0.1 0.0 -0.1 -0.28
C -3.116 1.853 -3.415 0.1 0.1 0.0 -0.02
C -4.364 1.512 -3.906 0.0 0.0 0.0 -0.10
C -4.760 0.181 -3.948 -0.1 0.0 0.0 -0.10
C -3.899 -0.801 -3.486 0.1 0.1 0.0 -0.05
C -2.646 -0.480 -2.983 0.2 -0.1 0.1 -0.11
C -1.743 -1.579 -2.410 -0.2 -0.2 0.1 -0.42
O -0.419 -1.241 -2.296 0.2 0.5 0.1 -0.27
N -2.349 -1.983 -1.110 -0.2 -0.1 -0.3 0.02
N -2.107 -1.073 -0.138 -0.1 0.1 0.7 -0.11
C -2.549 -1.304 1.067 -0.2 -0.4 -0.7 -0.20
C -2.366 -0.425 2.170 0.3 0.5 0.6 -0.59
Br -1.284 1.146 1.843 -0.3 -0.2 0.3 0.83
C -2.816 -0.593 3.434 0.2 0.2 -0.4 -0.11
C -3.775 -1.609 3.859 -0.3 -0.3 0.1 -0.23
C -4.869 -1.984 3.069 0.1 0.1 0.0 -0.05
C -5.762 -2.945 3.509 -0.1 0.0 0.0 -0.08
C -5.587 -3.551 4.745 0.0 0.0 0.0 -0.09
C -4.524 -3.168 5.552 0.0 0.0 0.0 -0.08
C -3.635 -2.201 5.119 0.1 0.1 -0.1 -0.04
H -0.551 0.318 -2.417 0.0 0.1 -0.8 0.02
H -2.783 2.882 -3.378 0.0 0.0 0.0 0.11
H -5.029 2.287 -4.266 0.0 0.0 0.0 0.10
H -5.737 -0.085 -4.331 0.0 0.0 0.0 0.09
H -4.202 -1.843 -3.507 0.0 0.0 0.0 0.11
H -1.854 -2.478 -3.037 -0.1 0.0 0.0 0.15
H -2.197 -2.946 -0.832 0.2 0.0 0.0 0.12
H -3.069 -2.238 1.268 0.0 0.0 0.0 0.13
H -2.429 0.061 4.206 0.0 0.1 0.0 0.10
H -5.034 -1.484 2.123 0.0 0.0 0.0 0.12
H -6.611 -3.212 2.892 0.0 0.0 0.0 0.10
H -6.280 -4.310 5.084 0.0 0.0 0.0 0.10
H -4.392 -3.624 6.525 0.0 0.0 0.0 0.10
H -2.807 -1.899 5.750 0.0 0.0 0.0 0.11
C 7.032 4.609 -0.630 0.0 0.0 0.0 -0.04
C 5.785 3.787 -0.770 -0.1 -0.1 0.0 -0.25
C 4.998 3.470 0.329 0.1 0.0 0.0 0.00
C 3.826 2.739 0.208 -0.2 -0.1 -0.1 -0.17
C 3.033 2.446 1.450 0.0 0.0 0.0 -0.03
C 3.429 2.298 -1.076 0.4 0.4 0.1 -0.10
C 2.203 1.561 -1.296 -0.2 -0.3 -0.1 -0.16
O 1.338 1.368 -0.449 0.4 0.4 0.0 -0.12
C 4.232 2.598 -2.201 -0.1 -0.1 0.0 -0.20
C 3.861 2.149 -3.593 0.0 0.0 0.1 -0.04
C 5.385 3.337 -2.026 0.1 0.1 0.1 -0.01
H 7.330 4.713 0.412 0.0 0.0 0.0 0.08
H 6.867 5.608 -1.040 0.0 0.0 0.0 0.09
H 7.854 4.157 -1.185 0.0 0.0 0.0 0.08
H 5.307 3.804 1.313 0.0 0.0 0.0 0.12
H 3.605 2.717 2.337 0.0 0.0 0.0 0.08
H 2.754 1.395 1.514 0.0 0.0 0.0 0.07
H 2.102 3.016 1.451 0.0 0.0 0.0 0.09
H 2.055 1.139 -2.297 0.0 0.0 0.0 0.13
H 2.890 2.544 -3.892 0.0 0.0 0.0 0.09
H 3.820 1.061 -3.665 0.0 0.0 0.0 0.09
H 4.601 2.504 -4.308 0.0 0.0 0.0 0.08
H 6.000 3.578 -2.887 0.0 0.0 0.0 0.12
C 2.830 -1.616 -0.027 -0.3 0.0 0.1 -0.22
Si 1.024 -1.731 0.580 0.2 -0.5 0.3 0.50
C 0.417 -3.472 0.102 0.1 0.3 0.0 -0.23
C 1.012 -1.675 2.491 0.1 0.0 -0.3 -0.23
H 3.388 -2.482 0.340 0.0 0.0 0.0 0.02
H 3.338 -0.715 0.322 0.0 0.0 0.0 0.01
H 2.868 -1.627 -1.119 0.0 0.0 0.0 0.03
H 1.184 -4.211 0.354 0.0 0.0 0.0 0.03
H 0.228 -3.528 -0.971 0.0 0.0 0.0 0.01
H -0.496 -3.745 0.639 0.0 0.0 0.0 0.01
H 1.681 -2.450 2.878 0.0 0.0 0.0 0.02
H 0.012 -1.869 2.884 0.0 0.0 0.0 0.00
H 1.344 -0.710 2.880 0.0 0.0 0.0 0.01

---

(2)
77
Properties=species:S:1:pos:R:3:forces:R:3:lowdin_charge:R:1 method="wB97M-V/def2-TZVPD" multiplicity=2 de_lowest_kcal_mol=24.78 lumo_ev="-5.8689 / -5.9139" s2=0.7542 e_tot_ev=-83759.7975 charge=+2
Ti 0.540 1.722 0.067 0.4 -0.3 0.0 1.23
C 1.758 4.637 0.752 0.0 0.0 0.0 0.01
O 1.032 3.466 1.186 0.2 0.3 -0.1 -0.22
C 0.230 3.594 2.326 -0.1 -0.1 -0.2 -0.21
C -0.098 4.787 2.933 0.0 0.0 0.0 0.00
C -0.936 4.740 4.045 0.0 0.0 0.0 -0.05
C -1.426 3.531 4.520 0.0 0.0 0.0 -0.06
C -1.084 2.338 3.898 0.1 -0.1 0.0 0.00
C -0.251 2.373 2.794 0.0 0.2 -0.2 -0.18
N 0.193 1.273 2.013 -0.4 -0.1 0.8 -0.06
N 0.264 0.156 2.637 0.1 0.0 -0.1 0.16
C 0.950 -0.866 2.098 0.0 0.1 0.0 -0.12
C 1.896 -0.660 1.053 0.1 -0.1 0.0 -0.27
O 1.912 0.454 0.370 -0.3 0.1 -0.2 -0.12
C 2.887 -1.639 0.803 -0.1 0.1 0.0 -0.01
C 2.868 -2.809 1.490 0.0 0.0 0.0 0.03
C 1.891 -3.100 2.491 0.0 0.0 0.0 -0.16
C 1.894 -4.330 3.173 0.0 0.0 0.0 -0.01
C 0.965 -4.583 4.151 0.0 0.0 0.0 -0.05
C 0.010 -3.609 4.472 0.0 0.0 0.0 -0.05
C -0.014 -2.401 3.815 0.0 0.0 0.0 -0.02
C 0.930 -2.127 2.815 -0.1 0.0 0.0 -0.10
H 2.336 5.030 1.586 0.0 0.0 0.0 0.12
H 1.064 5.384 0.370 0.0 0.0 0.0 0.11
H 2.429 4.307 -0.036 0.0 0.0 0.0 0.11
H 0.284 5.733 2.578 0.0 0.0 0.0 0.12
H -1.199 5.662 4.545 0.0 0.0 0.0 0.12
H -2.069 3.517 5.389 0.0 0.0 0.0 0.12
H -1.433 1.384 4.270 0.0 0.0 0.0 0.12
H 3.618 -1.431 0.035 0.0 0.0 0.0 0.12
H 3.617 -3.562 1.276 0.0 0.0 0.0 0.13
H 2.642 -5.071 2.921 0.0 0.0 0.0 0.12
H 0.971 -5.528 4.677 0.0 0.0 0.0 0.11
H -0.717 -3.810 5.248 0.0 0.0 0.0 0.11
H -0.753 -1.654 4.066 0.0 0.0 0.0 0.11
C -4.727 2.688 0.717 0.0 0.0 0.0 0.01
N -3.397 3.163 0.340 0.0 0.0 0.1 -0.10
C -3.220 4.616 0.381 0.0 0.0 0.0 0.02
C -2.371 2.371 0.134 0.0 -0.1 0.0 -0.35
O -1.216 2.807 -0.091 -0.2 0.0 0.1 -0.05
C -2.523 0.852 0.199 0.0 0.0 0.0 -0.06
O -1.312 0.247 -0.232 0.0 -0.1 -0.1 -0.17
C -1.312 -0.353 -1.529 0.0 0.0 0.0 -0.07
C -0.475 0.503 -2.467 0.1 0.0 0.0 -0.42
O 0.255 1.388 -1.945 0.1 0.1 -0.1 -0.07
N -0.508 0.289 -3.757 0.0 0.0 0.0 -0.11
C -1.257 -0.819 -4.351 0.0 0.0 0.0 -0.02
C 0.372 1.034 -4.654 0.0 0.0 0.0 0.01
H -5.470 3.203 0.112 0.0 0.0 0.0 0.11
H -4.910 2.911 1.768 0.0 0.0 0.0 0.11
H -4.833 1.620 0.559 0.0 0.0 0.0 0.09
H -4.024 5.080 -0.187 0.0 0.0 0.0 0.11
H -2.263 4.882 -0.052 0.0 0.0 0.0 0.09
H -3.265 4.958 1.416 0.0 0.0 0.0 0.11
H -3.359 0.498 -0.402 0.0 0.0 0.0 0.14
H -2.691 0.558 1.238 0.0 0.0 0.0 0.16
H -2.330 -0.495 -1.891 0.0 0.0 0.0 0.14
H -0.828 -1.331 -1.442 0.0 0.0 0.0 0.09
H -1.371 -1.637 -3.646 0.0 0.0 0.0 0.07
H -0.676 -1.200 -5.188 0.0 0.0 0.0 0.10
H -2.226 -0.478 -4.716 0.0 0.0 0.0 0.11
H 0.653 1.977 -4.199 0.0 0.0 0.0 0.09
H -0.161 1.217 -5.585 0.0 0.0 0.0 0.11
H 1.264 0.439 -4.850 0.0 0.0 0.0 0.10
C 0.903 -5.330 -2.876 0.0 0.0 0.0 -0.02
N 2.059 -4.671 -3.456 0.0 0.0 0.0 -0.12
C 3.051 -5.294 -4.198 0.1 0.0 0.0 -0.04
C 3.962 -4.355 -4.519 0.0 -0.1 0.0 -0.06
N 3.513 -3.173 -3.961 0.0 0.0 0.0 0.07
C 2.346 -3.361 -3.306 -0.1 0.1 0.1 -0.78
S 1.460 -2.191 -2.458 0.1 0.0 -0.1 0.65
H 0.747 -6.274 -3.392 0.0 0.0 0.0 0.10
H 0.031 -4.693 -3.000 0.0 0.0 0.0 0.07
H 1.060 -5.513 -1.814 0.0 0.0 0.0 0.10
H 3.014 -6.343 -4.430 0.0 0.0 0.0 0.13
H 4.872 -4.422 -5.085 0.0 0.0 0.0 0.12
H 3.963 -2.276 -4.016 0.0 0.0 0.0 0.15

---

(3)
81
Properties=species:S:1:pos:R:3:forces:R:3:lowdin_charge:R:1 method="wB97M-V/def2-TZVPD" multiplicity=3 de_lowest_kcal_mol=0.00 lumo_ev="-0.6073 / -0.6284" s2=2.0162 e_tot_ev=-106021.2656 charge=0
Ti 0.343 0.688 0.057 -0.3 0.1 0.3 0.90
O 0.508 3.203 3.686 0.0 0.0 0.0 0.06
C -0.820 3.442 3.731 0.0 0.0 0.0 -0.28
C -1.325 4.001 4.905 0.0 0.0 0.0 -0.03
C -2.675 4.249 5.039 0.0 0.0 0.0 -0.09
C -3.555 3.945 4.002 0.0 0.0 0.0 -0.10
C -3.057 3.400 2.836 0.0 0.0 0.0 -0.03
C -1.693 3.144 2.673 0.0 0.0 0.0 -0.08
C -1.209 2.553 1.409 0.0 0.0 0.0 -0.43
O 0.086 2.259 1.310 -0.1 -0.2 0.0 -0.21
N -2.034 2.327 0.432 0.0 0.0 0.0 0.09
N -1.297 1.719 -0.581 0.2 0.1 -0.2 -0.16
C -1.307 2.289 -1.776 0.0 -0.1 0.0 -0.09
C -0.142 2.090 -2.553 0.1 0.1 0.0 -0.27
C 0.030 2.621 -3.848 0.0 0.0 0.0 -0.03
C 1.235 2.492 -4.481 0.0 0.0 0.0 -0.09
C 2.283 1.809 -3.835 0.0 0.0 0.0 -0.07
C 2.059 1.315 -2.577 0.0 0.0 0.0 -0.14
N 0.898 1.455 -1.911 -0.1 -0.1 0.0 -0.01
H 0.689 2.788 2.814 0.0 0.0 0.0 0.07
H -0.626 4.223 5.702 0.0 0.0 0.0 0.12
H -3.049 4.678 5.961 0.0 0.0 0.0 0.10
H -4.615 4.132 4.108 0.0 0.0 0.0 0.10
H -3.716 3.153 2.014 0.0 0.0 0.0 0.11
H -2.083 2.989 -2.067 0.0 0.0 0.0 0.12
H -0.797 3.144 -4.311 0.0 0.0 0.0 0.11
H 1.385 2.918 -5.465 0.0 0.0 0.0 0.10
H 3.247 1.675 -4.304 0.0 0.0 0.0 0.10
H 2.847 0.790 -2.048 0.0 0.0 0.0 0.11
C 1.357 -1.093 6.784 0.1 0.0 0.0 -0.19
Si 0.334 -1.067 5.212 0.0 0.0 0.0 0.50
C -1.047 0.165 5.443 0.0 0.0 0.0 -0.17
C -0.328 -2.789 4.894 0.0 0.0 0.0 -0.18
C 1.503 -0.573 3.807 0.0 0.0 0.0 -0.23
C 2.837 -0.288 4.048 -0.1 0.0 0.0 -0.07
C 3.699 0.126 3.028 0.0 0.0 0.0 -0.06
C 3.178 0.267 1.768 0.0 0.0 0.0 -0.13
N 1.898 -0.016 1.487 -0.1 0.2 -0.1 -0.08
C 1.064 -0.443 2.467 0.1 0.0 0.0 -0.71
S -0.572 -0.742 1.956 0.1 0.1 -0.1 0.67
H 0.703 -1.299 7.635 0.0 0.0 0.0 0.03
H 1.838 -0.129 6.973 0.0 0.0 0.0 0.03
H 2.130 -1.866 6.767 0.0 0.0 0.0 0.03
H -1.620 -0.104 6.335 0.0 0.0 0.0 0.04
H -1.725 0.181 4.587 0.0 0.0 0.0 0.02
H -0.663 1.178 5.585 0.0 0.0 0.0 0.03
H -0.927 -3.131 5.743 0.0 0.0 0.0 0.03
H 0.488 -3.501 4.749 0.0 0.0 0.0 0.03
H -0.955 -2.803 4.002 0.0 0.0 0.0 0.00
H 3.227 -0.372 5.056 0.0 0.0 0.0 0.10
H 4.737 0.354 3.223 0.0 0.0 0.0 0.10
H 3.782 0.622 0.941 0.0 0.0 0.0 0.11
C 0.317 -0.390 -7.370 -0.1 0.0 0.0 -0.10
C -0.750 -1.262 -6.714 0.1 0.0 0.0 -0.29
S -0.118 -1.864 -5.166 0.0 0.1 0.0 0.65
O 0.976 -2.768 -5.413 0.0 0.0 0.0 -0.28
O 0.079 -0.733 -4.296 0.0 0.1 0.0 -0.28
C -1.468 -2.820 -4.495 0.0 0.1 0.0 -0.20
C -0.977 -3.693 -3.343 0.0 -0.1 0.0 -0.12
N -0.180 -2.965 -2.351 -0.1 -0.1 -0.2 0.06
C -0.607 -1.886 -1.662 0.0 0.1 0.2 -0.32
N 0.402 -1.281 -1.056 0.0 0.2 -0.1 0.03
C 1.533 -1.964 -1.382 0.0 0.0 0.2 -0.01
C 1.193 -3.003 -2.181 0.0 -0.1 0.0 -0.14
N 2.066 -4.030 -2.655 0.2 0.0 -0.4 -0.33
O 3.257 -3.794 -2.588 -0.2 -0.1 0.1 0.11
O 1.574 -5.056 -3.098 0.1 0.1 0.2 0.08
C -2.021 -1.444 -1.575 0.0 0.1 0.0 0.02
H -0.083 0.053 -8.281 0.0 0.0 0.0 0.08
H 1.195 -0.980 -7.626 0.0 0.0 0.0 0.08
H 0.615 0.413 -6.697 0.0 0.0 0.0 0.07
H -1.008 -2.131 -7.320 0.0 0.0 0.0 0.11
H -1.653 -0.697 -6.477 0.0 0.0 0.0 0.11
H -1.849 -3.463 -5.289 0.0 0.0 0.0 0.12
H -2.241 -2.111 -4.200 0.0 0.0 0.0 0.10
H -0.348 -4.488 -3.726 0.0 0.0 0.0 0.11
H -1.832 -4.148 -2.845 0.0 0.0 0.0 0.14
H 2.503 -1.716 -0.989 0.0 0.0 0.0 0.13
H -2.712 -2.251 -1.808 0.0 0.0 0.0 0.09
H -2.200 -0.602 -2.248 0.0 0.0 0.0 0.09
H -2.213 -1.096 -0.561 0.0 0.0 0.0 0.07